C43H104NO15P2S9Si | ωB97M-V/def2-TZVPD

Its HOMO energy is -4.00 eV. The total energy is -7439.5395 hartree. The HOMO-LUMO gap is 5.1797 eV. The calculation puts the lowest unoccupied orbital energy at 1.1837 eV. As for the charge: -1.

```
175
C43H104NO15P2S9Si (ωB97M-V/def2-TZVPD)
C -1.78245 -5.33375 0.58523
C -1.39999 -5.62720 -0.94050
N -0.99397 -4.35182 -1.54437
C -1.42527 -4.19423 -2.93999
C -3.02464 -4.10858 -3.12502
C -3.72595 -3.10586 -2.10688
C -4.68349 -2.03756 -2.77604
O -6.09831 -2.24778 -2.53320
C -6.71783 -0.98547 -2.88468
O -1.17147 -5.47615 -3.57546
P -0.04790 -5.50958 -4.89371
P -1.83424 -5.45978 -6.24249
O -1.55325 -6.12203 -7.59157
O 0.21075 -3.80233 -4.85594
C -0.51964 -3.15381 -3.77969
C 0.67158 -2.41309 -3.01833
C 1.81421 -3.38835 -2.51231
C 3.06242 -2.44376 -2.13473
C 3.44327 -2.53354 -0.60607
C 4.61604 -1.48410 -0.37918
C 4.10570 0.01756 -0.47964
C 4.50270 0.75115 0.86293
C 3.83313 2.17635 1.03804
Si 2.31303 2.20517 2.18941
C 2.20372 0.67263 3.34363
C 0.70384 2.12904 1.12051
C 2.15692 3.85280 3.16766
C 2.50528 5.07665 2.43363
C 2.34411 6.34040 3.16393
C 1.85056 6.36665 4.53931
C 1.54477 5.12508 5.22452
C 1.68608 3.82808 4.54664
C -1.22811 -1.96040 -4.56099
O -1.13475 -0.66888 -3.93000
O -2.11566 -0.49827 -2.97437
H -1.12152 -4.56887 1.05773
H -2.85244 -4.97058 0.57553
H -1.82003 -6.30240 1.15884
H -0.56843 -6.37720 -0.90362
H -2.30900 -6.09364 -1.39065
H -1.22365 -3.54830 -0.96268
H -3.30082 -3.89183 -4.19294
H -3.46713 -5.12112 -2.92344
H -4.38390 -3.71437 -1.42004
H -3.01678 -2.55502 -1.44117
H -4.46189 -1.89251 -3.87339
H -4.42915 -1.04345 -2.29939
H -6.04819 -0.36837 -3.54958
H -7.62665 -1.21405 -3.49507
H -6.92354 -0.39427 -1.95530
H 1.10903 -5.81792 -4.06645
H 0.69213 -5.56755 -6.14098
H -0.16621 -6.94832 -4.99572
H -2.84273 -6.23158 -5.55921
H -2.35793 -4.11487 -6.39237
H 0.33755 -1.78827 -2.14838
H 1.16179 -1.76459 -3.79423
H 2.15856 -4.10925 -3.28559
H 1.49487 -3.85314 -1.54995
H 3.92225 -2.66098 -2.82017
H 2.75912 -1.37301 -2.33756
H 2.60752 -2.26010 0.08352
H 3.89011 -3.53915 -0.38869
H 5.04492 -1.66398 0.64816
H 5.45514 -1.68962 -1.09798
H 3.00154 0.08375 -0.68756
H 4.61645 0.56366 -1.31621
H 4.32900 0.05318 1.71879
H 5.61949 0.91130 0.81958
H 3.54594 2.55784 0.01934
H 4.63079 2.86847 1.42559
H 3.14707 0.46437 3.90156
H 1.96792 -0.19720 2.66317
H 1.30206 0.80349 3.99286
H 0.77467 1.39360 0.28147
H -0.12124 1.87689 1.84668
H 0.53009 3.18468 0.77718
H 2.85606 5.07903 1.37597
H 2.58698 7.26558 2.60012
H 1.69742 7.34164 5.09171
H 1.15098 5.09042 6.28178
H 1.42983 2.86624 5.04302
H -0.69414 -1.85693 -5.54526
H -2.30610 -2.13165 -4.81031
H -1.81314 -1.03199 -2.21177
C 5.21122 -7.00520 2.76010
S 5.55769 -5.56988 1.72402
O 4.36888 -4.67863 1.78815
C 5.48723 -6.44616 0.15054
H 5.16952 -6.67553 3.79798
H 4.25206 -7.44399 2.48079
H 6.00985 -7.73979 2.64643
H 4.51135 -6.91927 0.03187
H 6.27736 -7.19792 0.11761
H 5.64122 -5.72280 -0.64998
C -1.29420 4.05534 9.50614
S 0.47884 4.36938 9.56264
O 1.04826 3.95203 8.25084
C 0.86569 3.07186 10.75376
H -1.73898 4.73835 8.78329
H -1.48053 3.02624 9.19479
H -1.72947 4.23785 10.48951
H 0.54584 2.10370 10.36591
H 0.36264 3.28437 11.69820
H 1.94349 3.06283 10.91095
C -0.35878 7.58571 -1.76775
S 0.18172 6.35467 -0.56588
O 1.38546 6.90257 0.12091
C 0.75322 5.14470 -1.77371
H -0.72303 8.45709 -1.22414
H 0.47811 7.87917 -2.40341
H -1.16714 7.17458 -2.37399
H 1.52141 5.58823 -2.40900
H -0.08976 4.80974 -2.37970
H 1.17179 4.29533 -1.23476
C 7.82003 -2.73970 -4.79784
S 8.55629 -2.94725 -3.16731
O 7.44574 -2.97108 -2.17439
C 9.31157 -1.31132 -3.09146
H 7.25685 -3.64126 -5.03683
H 7.14525 -1.88225 -4.79885
H 8.60738 -2.59955 -5.53973
H 8.54423 -0.54296 -3.19573
H 10.05130 -1.21550 -3.88759
H 9.80324 -1.20614 -2.12499
C -7.16508 -7.00564 -5.09441
S -5.76250 -6.27061 -5.94007
O -5.29786 -5.12655 -5.10836
C -6.69770 -5.58737 -7.32152
H -6.81254 -7.46166 -4.16953
H -7.89695 -6.23104 -4.85832
H -7.61657 -7.77379 -5.72368
H -7.46501 -4.90575 -6.95043
H -7.15696 -6.39980 -7.88654
H -6.00666 -5.04357 -7.96450
C 3.13237 -0.91619 -5.43709
S 3.89822 -0.84414 -7.06317
O 5.36395 -1.04964 -6.87228
C 3.62908 0.92062 -7.32139
H 3.22250 -1.93513 -5.06121
H 3.63971 -0.23247 -4.75398
H 2.07659 -0.65408 -5.51745
H 4.10439 1.49028 -6.52129
H 2.55771 1.12451 -7.34381
H 4.07108 1.19781 -8.27784
C -11.67967 -5.19466 -1.49087
S -10.87059 -4.71541 -3.02914
O -10.64322 -5.96010 -3.81875
C -9.28705 -4.25529 -2.28484
H -12.67897 -5.55857 -1.72879
H -11.11205 -5.98821 -1.00265
H -11.75823 -4.32757 -0.83368
H -8.86910 -5.10828 -1.74879
H -9.43632 -3.41801 -1.60166
H -8.60286 -3.95630 -3.07872
C 0.51203 11.39872 7.22231
S 0.13249 10.23123 5.90097
O 0.66590 8.90626 6.31318
C 1.27727 10.92880 4.69610
H -0.07314 11.12417 8.09968
H 1.57431 11.35285 7.46693
H 0.24020 12.40758 6.90838
H 2.29223 10.91330 5.09562
H 0.97979 11.95212 4.46238
H 1.23251 10.32251 3.79201
C -2.87263 9.90311 12.19450
S -3.24812 8.73988 10.86923
O -2.70982 7.41290 11.27563
C -2.10050 9.44274 9.66908
H -3.45829 9.62442 13.07006
H -1.81054 9.85838 12.44014
H -3.14614 10.91237 11.88367
H -1.08595 9.42759 10.07032
H -2.39865 10.46684 9.43765
H -2.14136 8.83996 8.76231
```